The following is a DFT calculation (ωB97M-V with the def2-TZVPD basis set) of a 3-piece molecular cluster, C2H2NO2S2 overall in a non-equilibrium geometry.

Computed properties:
Energy: -29362.58402 eV
HOMO energy: -0.147 hartree
Molar mass: 136.18 g/mol
Gap between HOMO and LUMO: 7.04 eV
Multiplicity: 1
Relative energy (zero: lowest compared OMol25 entry of this formula, charge and spin): 167.2 kJ/mol
Total charge: -1
F_max: 14.18 eV Å⁻¹

Last column: natural (NBO) charge in e.
Positions of all 9 atoms, in Å:
S1 0.19506 -1.99490 -0.47289  -0.408
C1 2.56042 -0.10698 0.11627  0.453
H1 -2.04188 0.80168 0.29157  0.444
H2 -3.07114 0.21306 -0.41998  0.444
O1 2.81981 -1.06031 0.68867  -0.445
N1 -0.48317 0.64059 0.09198  -0.592
O2 -2.85177 0.72318 0.38920  -0.920
S2 2.89750 1.19881 -0.62544  -0.036
C2 -0.02484 -0.41514 -0.05937  0.059

Forces on atoms 1 to 6 (eV/Å):
0.2 -0.5 -0.1
2.2 -0.6 0.4
12.3 1.6 -0.9
-0.2 0.4 0.9
-0.8 -1.3 1.1
2.2 0.9 0.3

The following is a DFT calculation (ωB97M-V with the def2-TZVPD basis set) of C21H16Cl6N2O2Tc as an isolated structure.

Computed properties:
Energy: -106443.92128 eV
HOMO energy (spin up / spin down): -0.251 / -0.296 hartree
Molar mass: 639.09 g/mol
Gap between HOMO and LUMO (spin up / spin down): 6.99 / 7.40 eV
Multiplicity: 4
Relative energy (zero: lowest compared OMol25 entry of this formula, charge and spin): 0.0 kJ/mol
⟨S²⟩: 3.80
F_max: 0.92 eV Å⁻¹

Last column: natural (NBO) charge in e.
Positions of all 48 atoms, in Å:
C1 0.50516 3.75393 1.89387  -0.105
C2 -1.30963 4.69716 0.01619  -0.128
H1 -0.59230 -0.65203 -2.99945  0.224
C3 -1.02139 3.34030 0.07330  0.309
H2 2.02413 0.01153 3.48366  0.227
C4 3.22690 0.87565 0.44508  -0.420
H3 1.42255 1.01423 1.37496  0.487
C5 2.30824 -2.27638 -2.39771  -0.243
C6 -4.52298 -3.37196 -1.89677  -0.218
C7 2.80256 0.33033 2.79421  -0.409
H4 0.69138 -1.01636 1.60795  0.236
O1 -1.57131 2.43778 -0.73898  -0.734
C8 2.41758 -2.01698 -1.04317  -0.150
Cl1 1.00445 6.20484 2.92207  0.043
C9 0.22154 5.11925 1.83500  -0.102
N1 2.24836 0.35520 1.42714  -0.402
Cl2 1.63072 3.12165 3.04961  -0.002
H5 3.05265 -2.87928 -2.90071  0.216
Cl3 -2.43797 5.23948 -1.16146  0.053
C10 1.46236 -1.24410 -0.38275  -0.142
C11 1.64693 -0.99729 1.08428  -0.234
H6 -5.25124 -3.48707 -2.68758  0.230
O2 0.11443 1.53829 1.03140  -0.809
Tc1 -1.13149 0.54209 -0.32428  1.402
H7 2.75399 0.92083 -0.53111  0.243
H8 3.13914 1.32727 3.06220  0.230
C12 -0.68800 5.58890 0.89608  -0.087
C13 1.22245 -1.76621 -3.09561  -0.193
C14 -2.64731 -3.03183 0.10390  -0.079
H9 -4.77351 -5.35397 -1.11160  0.220
H10 4.09656 0.22180 0.40058  0.211
C15 0.26254 -1.01196 -2.43737  -0.240
H11 3.24985 -2.42896 -0.48116  0.194
H12 -3.08139 -5.03371 0.67874  0.227
Cl4 -4.18162 -0.88869 -2.88956  0.014
C16 -0.10613 2.86515 1.02793  0.221
Cl5 -1.48777 -2.83838 1.38587  -0.013
H13 3.51915 1.87351 0.76556  0.225
C17 -3.30774 -4.23752 -0.01675  -0.212
Cl6 -1.04959 7.27067 0.80871  0.050
C18 0.35930 -0.72582 -1.07009  -0.220
C19 -2.89250 -1.94639 -0.76394  0.143
C20 -4.25196 -4.41203 -1.01741  -0.230
H14 2.29857 -1.75485 1.52042  0.213
C21 -3.85348 -2.17347 -1.77447  -0.073
N2 -2.27018 -0.76618 -0.63837  -0.597
H15 1.11157 -1.96930 -4.15328  0.218
H16 3.63643 -0.36911 2.82488  0.204

Forces on atoms 1 to 6 (eV/Å):
0.0 0.0 0.0
0.0 0.0 0.0
0.0 0.0 0.0
0.0 -0.1 0.0
0.0 0.0 0.0
0.0 -0.1 0.1

The following is a DFT calculation (ωB97M-V with the def2-TZVPD basis set) of one molecule with the formula C6H11N in a non-equilibrium geometry.

Computed properties:
Energy: -7886.82952 eV
Structure (SMILES): C=CCN/C=C/C
HOMO energy: -0.276 hartree
Molar mass: 97.16 g/mol
Gap between HOMO and LUMO: 8.66 eV
Multiplicity: 1
Relative energy (zero: lowest compared OMol25 entry of this formula, charge and spin): 357.2 kJ/mol
F_max: 5.44 eV Å⁻¹

Last column: natural (NBO) charge in e.
Positions of all 18 atoms, in Å:
H1 0.27515 -0.94070 -4.30991  0.205
C1 -0.61034 2.03175 2.75227  -0.657
H2 -1.08249 -1.85826 -3.32548  0.188
C2 -0.08182 0.52389 0.88648  -0.009
H3 -0.55064 2.18501 3.78322  0.219
N1 0.60202 -0.49386 0.23523  -0.624
C3 -0.18645 -1.18584 -3.33959  -0.389
H4 -1.71878 1.78443 2.84804  0.202
H5 0.81861 0.32689 -2.31506  0.226
C4 0.32285 -0.71432 -2.14294  -0.212
H6 1.24295 0.62438 2.72590  0.215
H7 -0.64109 1.21461 0.23657  0.208
H8 1.21291 -1.18699 0.67975  0.390
H9 -1.07532 -1.24790 -0.42279  0.217
C5 0.26474 0.88351 2.19049  -0.305
C6 -0.07579 -1.20810 -0.83006  -0.292
H10 0.19598 -2.33176 -0.76183  0.206
H11 -0.69060 2.90202 2.11504  0.209

Forces on atoms 1 to 6 (eV/Å):
-0.6 0.3 0.6
-2.0 -1.6 -1.0
1.3 0.1 -0.2
3.1 -0.1 3.0
1.4 1.0 1.6
1.0 -1.0 -0.6

The following is a DFT calculation (ωB97M-V with the def2-TZVPD basis set) of a 7-piece molecular cluster, C25H47N7O4 overall in a non-equilibrium geometry.

Computed properties:
Energy: -45305.88094 eV
Structure (SMILES): CN(C)C=O.CN(C)C=O.CN(C)C=O.CN(C)C=O.c1ccncc1.CCCC#N.CCCC#N
HOMO energy: -0.330 hartree
Molar mass: 509.70 g/mol
Gap between HOMO and LUMO: 9.30 eV
Multiplicity: 1
F_max: 3.31 eV Å⁻¹

Last column: Mulliken charge in e.
Positions of all 83 atoms, in Å:
H1 -0.08902 -0.21047 -3.57332  0.177
O1 -3.43582 -1.86628 -3.27537  -0.605
H2 2.00284 -0.92948 4.87444  0.354
C1 2.22811 2.15675 -2.80083  0.375
N1 -1.11827 4.30136 1.79895  0.321
H3 -0.79684 -4.85224 -0.89985  -0.134
N2 -2.60437 -7.02269 -2.09741  -0.534
H4 -1.85319 0.62941 0.19315  0.700
C2 -3.49517 -4.60220 0.04545  -1.231
H5 4.29827 -0.80140 6.01162  0.270
H6 0.74557 3.28426 1.66198  0.289
C3 -3.19319 5.32249 -1.49294  -1.054
C4 3.66803 -3.61383 4.35950  0.112
H7 -1.36683 6.10337 2.91637  0.275
H8 2.88600 0.63620 0.49751  0.312
H9 -3.96480 5.46620 -2.24214  0.369
H10 5.30011 -0.87164 4.54161  0.303
C5 -1.72926 -0.86615 1.74829  -0.636
C6 4.02700 1.10590 -1.40103  -0.655
C7 -2.21537 -5.23970 0.70038  0.072
H11 1.30746 -1.97862 -0.16163  0.432
N3 1.25092 2.05511 -3.40655  -0.566
C8 3.34560 2.35841 -1.94366  -0.423
H12 4.60618 -4.08534 4.75111  0.268
H13 -0.23816 6.24095 1.48617  0.271
H14 -2.13356 -0.34141 -3.35689  0.269
N4 -0.18891 -0.61050 -0.09539  -0.085
H15 1.68383 -2.25141 3.68909  0.034
H16 0.53836 -1.38756 -4.74314  0.417
H17 -0.20053 -3.78791 -3.64431  0.358
H18 -3.99869 -5.45428 -0.39490  0.439
H19 -2.84779 4.33920 2.89604  0.236
C9 4.69379 -1.49936 5.19353  -0.869
H20 5.36157 -2.16746 5.63793  0.316
C10 0.09510 -1.27624 -3.75777  -0.693
N5 3.59968 -2.21802 4.57732  0.176
C11 -1.02618 -2.01721 2.22796  -0.193
H21 2.75700 -0.91209 3.18196  0.315
H22 -1.27789 -2.51341 3.15983  0.492
H23 -0.66169 2.71757 0.55649  0.003
H24 -1.95406 -3.81887 -3.58948  0.333
O2 0.26911 5.95981 -1.87917  -0.591
H25 0.14647 4.16929 0.15161  0.211
H26 -3.37749 4.30808 -1.08215  0.304
H27 -4.21338 -4.18451 0.76329  0.366
H28 0.57725 -3.32878 1.69396  0.828
C12 -1.22400 -5.73840 -0.36639  0.090
C13 -2.32722 -1.42060 -3.48284  0.194
H29 4.39395 0.52117 -2.27174  0.295
C14 -1.87405 -6.49565 -1.38310  0.098
H30 -3.38428 6.04796 -0.77570  0.425
H31 4.95242 1.41108 -0.95180  0.384
C15 0.02614 -2.44247 1.44106  -0.955
N6 -1.88675 5.38772 -2.15132  0.123
H32 -3.17338 -3.93419 -0.73028  0.242
H33 3.10557 2.98584 -1.11377  0.247
H34 -0.73228 3.73370 -2.72765  0.307
C16 -0.60789 5.60849 2.29798  -0.873
H35 -1.71404 -4.40875 1.30878  -0.246
H36 3.38909 -0.75129 -0.42573  0.382
H37 0.26711 5.47607 2.92662  0.350
O3 -2.66220 2.69005 1.76901  -0.461
C17 -1.53720 4.31517 -3.09619  -0.952
H38 2.11862 0.23150 -0.99123  0.074
C18 -0.13247 3.59121 0.97399  -0.667
H39 -0.39053 -6.27705 0.06120  0.465
H40 0.90317 -1.66404 -3.08385  0.176
H41 -2.43496 -6.03389 1.43831  0.394
H42 -2.60999 -0.54676 2.32482  0.457
C19 2.46250 -1.48636 4.04063  -0.744
C20 -1.09756 -3.46025 -4.08448  -1.055
C21 -0.89827 6.08617 -1.51396  0.076
O4 2.78782 -4.25313 3.83031  -0.540
H43 -1.22411 6.63656 -0.58831  0.292
C22 0.40368 -1.73254 0.37453  -0.328
C23 3.06167 0.27487 -0.50185  -0.735
C24 -2.25980 3.72719 2.17080  0.047
H44 -1.05584 -3.60484 -5.16231  0.281
H45 4.10950 2.91852 -2.57747  0.326
H46 -1.28831 4.70375 -4.08123  0.276
H47 -2.42467 3.68813 -3.19196  0.406
C25 -1.28688 -0.21014 0.58530  -0.734
N7 -1.16240 -2.02010 -3.76784  0.153

Forces on atoms 1 to 6 (eV/Å):
0.2 -0.4 0.1
0.1 -0.8 -0.5
0.2 0.3 -0.6
-2.1 -0.2 -0.5
2.4 1.8 -0.4
-0.1 -0.5 0.5

The following is a DFT calculation (ωB97M-V with the def2-TZVPD basis set) of C34H29AsBrF4O6PSTeTi as an isolated structure in a non-equilibrium geometry.

Computed properties:
Energy: -240301.23069 eV
HOMO energy: -0.038 hartree
Molar mass: 1002.93 g/mol
Gap between HOMO and LUMO: 5.10 eV
Multiplicity: 1
Relative energy (zero: lowest compared OMol25 entry of this formula, charge and spin): 0.0 kJ/mol
Total charge: -2
F_max: 1.45 eV Å⁻¹

Last column: Mulliken charge in e.
Positions of all 79 atoms, in Å:
H1 7.54846 0.23633 3.30532  0.328
C1 0.12204 0.03668 3.00766  -0.115
C2 7.31725 -0.73883 2.86833  -1.495
H2 -6.64431 -0.23709 -4.33984  0.288
H3 6.70743 1.04339 0.90744  0.238
C3 -1.03782 -2.38873 2.32444  -0.629
O1 0.19309 -0.70073 -4.46821  -0.703
C4 -4.74181 2.56872 1.31745  0.271
C5 1.07594 4.84812 1.14588  -0.675
H4 3.79219 1.92117 -0.83296  0.291
Br1 -1.73939 3.09903 -2.49212  -0.569
H5 7.19427 -1.45343 3.68441  0.335
C6 -0.35644 -0.14679 1.71592  1.259
H6 -5.26853 -3.01333 -4.17445  0.496
Ti1 -2.82467 0.78745 -2.16147  -0.586
C7 2.78299 3.27282 1.74191  -0.784
H7 0.40080 -0.81841 4.95394  0.390
H8 3.78808 3.04948 2.08113  0.447
C8 3.93131 -1.60121 1.32776  1.349
H9 -1.27301 -1.53685 0.36924  0.076
C9 5.06039 -1.61261 2.14580  -1.042
F1 -1.58734 2.41972 3.00580  -0.428
C10 5.93253 0.28870 1.02728  -0.945
H10 -0.76023 4.01981 0.41719  0.321
C11 -3.58458 -4.24530 -3.66141  -0.552
As1 -4.42347 -0.24423 -4.55315  1.097
O2 -1.97170 0.50568 -4.57052  -0.780
H11 3.02841 5.40519 1.85148  0.359
F2 -6.00466 2.95603 1.57429  -0.352
C12 -3.65736 -0.91343 -1.13655  -1.443
O3 -4.63055 0.25679 -6.08282  -0.810
F3 -4.09146 3.20843 3.49900  -0.362
H12 -1.49203 -3.33322 2.04857  0.407
H13 -4.69624 -1.01533 -1.46788  0.315
O4 -4.24852 0.98182 -3.32136  -0.294
C13 4.82351 0.33068 0.18714  1.502
C14 0.22216 3.80453 0.82097  -0.578
C15 2.86338 -2.63376 1.55820  -1.566
O5 -1.13997 -0.17642 -2.45597  0.068
C16 -4.19970 -3.05808 -4.03267  -0.296
H14 2.28329 1.20608 1.48743  0.743
C17 -4.39260 2.02620 0.09621  1.103
C18 1.92875 2.22743 1.41769  -0.816
C19 0.63106 2.47966 0.96826  0.434
H15 0.57275 0.98030 3.28583  0.323
C20 3.80028 -0.63551 0.30952  -0.748
C21 -2.22081 -4.29442 -3.42086  -0.597
H16 -4.18768 -5.13519 -3.52876  0.356
C22 -0.92318 -1.37877 1.38362  -0.530
H17 -1.75926 -5.21274 -3.08068  0.412
O6 -5.99864 -0.89001 -4.04425  -0.630
C23 -3.76957 2.70630 2.29111  0.499
F4 -5.39713 1.89447 -0.80729  -0.391
S1 -1.10713 -0.49022 -3.93848  1.529
C24 -2.12482 1.77584 0.76796  0.047
C25 -0.55976 -2.19287 3.61500  -0.554
H18 8.19244 -1.04706 2.28812  0.291
H19 -3.12030 -1.82713 -1.41390  0.247
C26 0.02557 -0.98115 3.95012  -0.732
C27 6.07973 -0.68257 2.00964  0.806
Te1 2.14503 -0.63942 -1.00930  -0.142
C28 -2.06081 -1.98525 -4.00555  0.337
C29 -2.48067 2.29515 2.00328  0.874
C30 -1.44938 -3.15422 -3.58157  -0.762
H20 1.91946 -2.16117 1.84130  0.308
P1 -0.41140 1.10418 0.35831  0.529
C31 4.75447 1.40756 -0.85972  -1.753
H21 -0.38682 -3.14856 -3.37019  0.480
C32 -3.43904 -1.90277 -4.19408  0.089
C33 2.35856 4.58740 1.61121  -0.602
H22 -0.63809 -2.98358 4.35234  0.327
H23 3.16109 -3.32833 2.34908  0.381
H24 0.74138 5.87103 1.01704  0.378
H25 4.83543 0.97709 -1.86102  0.345
H26 5.13996 -2.37651 2.91616  0.165
H27 5.55774 2.13585 -0.71573  0.347
C34 -3.10601 1.63115 -0.21452  -0.847
H28 -3.66300 -0.84087 -0.04995  0.600
H29 2.65868 -3.19017 0.64146  0.317

Forces on atoms 1 to 6 (eV/Å):
0.0 0.0 0.0
0.1 0.0 0.0
0.0 0.0 0.0
0.0 0.0 0.0
0.0 0.0 0.0
0.0 0.0 0.0

The following is a DFT calculation (ωB97M-V with the def2-TZVPD basis set) of BrCdH6O3 as an isolated structure.

Computed properties:
Energy: -80837.59820 eV
HOMO energy: -0.516 hartree
Molar mass: 246.36 g/mol
Gap between HOMO and LUMO: 4.87 eV
Multiplicity: 1
Relative energy (zero: lowest compared OMol25 entry of this formula, charge and spin): 99.4 kJ/mol
Total charge: +1
F_max: 0.81 eV Å⁻¹

Last column: natural (NBO) charge in e.
Positions of all 11 atoms, in Å:
H1 -2.03376 0.05713 1.18418  0.484
O1 0.92766 -2.05234 -1.69390  -0.914
Cd1 -0.39752 3.71507 -1.07619  1.472
H2 0.79182 -1.11736 -1.86254  0.437
H3 1.39653 -0.27358 2.52400  0.484
O2 1.01199 -0.58264 1.69630  -0.940
Br1 0.52802 1.46714 -1.17443  -0.471
H4 -1.79642 0.70452 -0.19022  0.444
O3 -2.45925 0.26008 0.34129  -0.930
H5 0.72258 -2.20277 -0.76216  0.481
H6 1.30837 0.02473 1.01367  0.454

Forces on atoms 1 to 6 (eV/Å):
0.0 -0.1 -0.1
0.1 0.0 0.1
0.2 -0.6 0.0
-0.1 -0.1 0.0
0.1 0.0 -0.1
-0.3 0.0 -0.1

The following is a DFT calculation (ωB97M-V with the def2-TZVPD basis set) of C3H8N2 as an isolated structure in a non-equilibrium geometry.

Computed properties:
Energy: -6214.13248 eV
HOMO energy: -0.274 hartree
Molar mass: 72.11 g/mol
Gap between HOMO and LUMO: 5.43 eV
Multiplicity: 1
Relative energy (zero: lowest compared OMol25 entry of this formula, charge and spin): 744.3 kJ/mol
F_max: 3.78 eV Å⁻¹

Last column: natural (NBO) charge in e.
Positions of all 13 atoms, in Å:
N1 1.56863 -0.66971 0.01659  -0.620
H1 -1.27896 0.42641 1.42162  0.213
H2 1.79452 1.40844 -0.65913  0.175
H3 1.40491 1.27806 1.14826  0.231
H4 -1.03551 -1.16401 -1.24997  0.222
C1 -1.20865 0.37320 0.30891  -0.323
C2 1.09281 0.95928 0.09790  -0.136
H5 -1.27030 -1.85411 0.43031  0.231
H6 -2.20640 0.64697 -0.07952  0.254
C3 -0.98112 -1.03057 -0.18842  -0.424
H7 0.36267 -1.11972 -0.16621  0.267
N2 -0.22627 1.39805 -0.14953  -0.422
H8 1.98365 -0.65230 -0.93080  0.333

Forces on atoms 1 to 6 (eV/Å):
-2.7 2.6 0.3
-0.1 -0.2 -0.5
-0.7 0.1 1.0
-0.2 -0.8 -0.8
-0.3 -0.1 -0.4
0.7 0.7 0.2

The following is a DFT calculation (ωB97M-V with the def2-TZVPD basis set) of one molecule with the formula C3H5NOS in a non-equilibrium geometry.

Computed properties:
Energy: -17558.97204 eV
HOMO energy (spin up / spin down): -0.219 / -0.331 hartree
Molar mass: 103.15 g/mol
Gap between HOMO and LUMO (spin up / spin down): 6.89 / 6.63 eV
Multiplicity: 3
Relative energy (zero: lowest compared OMol25 entry of this formula, charge and spin): 164.5 kJ/mol
⟨S²⟩: 2.01
F_max: 8.63 eV Å⁻¹

Last column: natural (NBO) charge in e.
Positions of all 11 atoms, in Å:
O1 1.33623 -2.01996 0.45631  -0.202
C1 1.28614 -1.03217 -0.20481  -0.030
H1 1.41742 1.20222 0.01572  0.223
H2 1.54046 -0.92578 -1.33651  0.247
S1 -3.03904 -0.52669 -0.13830  0.213
H3 -0.98522 1.53766 -0.02126  0.150
H4 0.87922 0.44363 1.41282  0.235
H5 -2.97309 -1.81220 -0.09222  0.113
C2 0.86079 0.27592 0.39295  -0.473
N1 -1.36715 -0.55921 -0.06923  -0.584
C3 -0.63133 0.45899 0.04603  0.109

Forces on atoms 1 to 6 (eV/Å):
0.3 -6.2 3.7
1.0 6.7 -5.3
-0.4 -1.4 0.0
-0.3 -0.8 1.9
0.0 1.2 -0.3
0.1 -1.1 0.2